(1)
The following is a DFT calculation (ωB97M-V with the def2-TZVPD basis set) of a structure of composition C32H41BrIMoN2O6P2S5 in a non-equilibrium geometry.

Results
**LUMO (alpha / beta)**: -2.04 / -1.68 eV
**Total charge**: 0
**Spin multiplicity**: 2
**Energy relative to the best compared isomer or geometry (same formula, charge and spin)**: 131.4 kcal per mole
**Frontier orbital gap (alpha / beta)**: 5.04 / 5.38 eV

Each line ends with the Löwdin spin population.
Cartesian coordinates (Å):
Mo1 0.360 -0.586 -0.272  0.74
C1 2.750 3.137 3.752  0.00
C2 1.641 2.650 2.832  0.00
O1 2.186 1.639 1.980  0.00
P1 1.590 1.296 0.506  0.00
S1 0.610 0.451 -2.447  0.22
S2 2.962 -0.061 -0.089  -0.03
O2 1.724 2.661 -0.334  0.00
C3 2.982 3.266 -0.674  0.00
C4 3.028 4.671 -0.106  0.00
H1 2.367 3.921 4.398  0.00
H2 3.585 3.528 3.177  0.00
H3 3.118 2.314 4.359  0.00
H4 1.238 3.469 2.227  0.00
H5 0.821 2.219 3.418  0.00
H6 3.032 3.283 -1.765  0.00
H7 3.795 2.644 -0.289  0.00
H8 2.134 5.212 -0.406  0.00
H9 3.898 5.195 -0.487  0.00
H10 3.078 4.643 0.979  0.00
C5 -2.979 -6.662 -5.018  0.00
C6 -2.580 -5.617 -4.023  0.00
C7 -1.733 -4.571 -4.381  0.00
C8 -1.347 -3.629 -3.442  0.00
C9 -1.818 -3.737 -2.148  0.00
C10 -2.666 -4.760 -1.768  0.00
C11 -3.046 -5.693 -2.713  0.00
S3 -1.205 -2.587 -0.945  0.01
O3 -1.561 -3.000 0.385  0.01
O4 -1.567 -1.214 -1.302  0.00
N1 0.402 -2.501 -1.106  0.01
C12 1.085 -3.455 -0.366  -0.01
C13 1.426 -4.716 -0.814  0.01
C14 2.126 -5.577 0.033  0.00
C15 2.442 -5.210 1.320  0.01
C16 2.047 -3.958 1.828  0.00
C17 2.270 -3.520 3.148  0.02
C18 1.826 -2.267 3.508  0.00
C19 1.195 -1.450 2.575  0.02
N2 0.972 -1.824 1.319  0.00
C20 1.373 -3.070 0.957  0.00
H11 -2.520 -6.470 -5.984  0.00
H12 -4.060 -6.684 -5.142  0.00
H13 -2.673 -7.650 -4.676  0.00
H14 -1.364 -4.509 -5.395  0.00
H15 -0.677 -2.818 -3.691  0.00
H16 -3.011 -4.808 -0.749  0.00
H17 -3.706 -6.501 -2.437  0.00
H18 1.169 -5.014 -1.821  0.00
H19 2.423 -6.548 -0.335  0.00
H20 2.996 -5.877 1.966  0.00
H21 2.768 -4.168 3.856  0.00
H22 1.954 -1.907 4.515  0.00
H23 0.852 -0.460 2.850  0.00
C21 -2.794 -0.292 4.209  0.00
C22 -3.384 -1.549 3.585  0.00
C23 -4.645 -1.964 4.340  0.00
O5 -3.794 -1.403 2.221  0.00
P2 -3.321 -0.594 0.927  0.01
S4 -4.230 -1.582 -0.523  0.00
S5 -1.364 0.029 1.322  0.02
O6 -3.915 0.895 1.092  0.00
C24 -5.247 1.149 1.550  0.00
C25 -5.240 2.542 2.167  0.00
C26 -6.264 1.050 0.426  0.00
H24 -2.728 -0.438 5.286  0.00
H25 -3.439 0.559 3.999  0.00
H26 -1.801 -0.084 3.823  0.00
H27 -2.646 -2.361 3.600  0.00
H28 -5.306 -1.104 4.448  0.00
H29 -4.384 -2.338 5.327  0.00
H30 -5.171 -2.743 3.794  0.00
H31 -5.479 0.408 2.327  0.00
H32 -5.099 3.288 1.390  0.00
H33 -4.438 2.641 2.893  0.00
H34 -6.188 2.719 2.665  0.00
H35 -5.984 1.707 -0.390  0.00
H36 -7.240 1.342 0.801  0.00
H37 -6.317 0.031 0.054  0.00
Br1 -4.578 2.638 -2.990  0.00
C27 -3.890 3.847 -1.717  0.00
C28 -4.631 4.971 -1.385  0.00
C29 -4.140 5.853 -0.441  0.00
C30 -2.927 5.601 0.179  0.00
C31 -2.187 4.480 -0.167  0.00
C32 -2.663 3.604 -1.125  -0.02
I1 -1.407 1.805 -1.837  -0.01
H38 -5.578 5.140 -1.874  0.00
H39 -4.707 6.738 -0.191  0.00
H40 -2.557 6.284 0.930  0.00
H41 -1.235 4.280 0.298  0.00

---

(2)
The following is a DFT calculation (ωB97M-V with the def2-TZVPD basis set) of a structure of composition C32H41IrN4O3Si2 in a non-equilibrium geometry.

Results
**LUMO (alpha / beta)**: -2.00 / -5.13 eV
**Total charge**: +1
**Spin multiplicity**: 6
**Energy relative to the best compared isomer or geometry (same formula, charge and spin)**: 0.0 kcal per mole
**Frontier orbital gap (alpha / beta)**: 6.77 / 5.65 eV

Each line ends with the Löwdin spin population.
Cartesian coordinates (Å):
Ir1 0.173 -0.095 -0.181  2.07
C1 2.554 -2.939 0.044  0.00
O1 1.202 -2.494 -0.073  0.09
C2 0.246 -3.451 0.077  0.08
C3 0.532 -4.795 0.231  -0.01
C4 -0.487 -5.718 0.434  0.12
C5 -1.809 -5.295 0.492  0.00
C6 -2.108 -3.964 0.318  0.10
C7 -1.097 -3.004 0.097  0.04
N1 -1.388 -1.672 -0.067  0.50
N2 -2.677 -1.383 0.000  0.34
C8 -3.306 -0.318 -0.447  0.18
C9 -2.664 0.742 -1.218  0.22
O2 -1.408 0.691 -1.522  0.33
C10 -3.441 1.856 -1.601  0.00
C11 -4.762 1.967 -1.279  0.19
C12 -5.440 0.929 -0.573  0.03
C13 -6.814 1.006 -0.306  0.03
C14 -7.479 -0.048 0.280  0.03
C15 -6.782 -1.207 0.629  0.03
C16 -5.424 -1.286 0.417  0.04
C17 -4.725 -0.226 -0.181  0.03
H1 2.801 -3.623 -0.771  0.00
H2 2.715 -3.435 1.003  0.00
H3 3.169 -2.053 -0.018  0.00
H4 1.549 -5.154 0.193  0.00
H5 -0.240 -6.763 0.555  0.01
H6 -2.603 -6.002 0.690  0.00
H7 -3.125 -3.616 0.354  0.01
H8 -2.939 2.638 -2.155  0.00
H9 -5.318 2.848 -1.571  0.01
H10 -7.355 1.901 -0.585  0.00
H11 -8.543 0.010 0.465  0.00
H12 -7.311 -2.048 1.058  0.00
H13 -4.885 -2.177 0.698  0.00
C18 -1.772 -0.402 2.845  0.02
Si1 -0.009 -0.093 2.232  0.11
C19 1.150 -1.391 2.984  0.03
C20 0.517 1.631 2.811  0.02
C21 0.591 1.938 4.170  0.00
C22 0.944 3.210 4.596  0.00
C23 1.218 4.200 3.662  0.00
C24 1.150 3.907 2.309  0.00
C25 0.808 2.626 1.873  0.03
Si2 0.794 2.296 0.007  0.12
C26 2.488 2.835 -0.663  0.02
C27 -0.421 3.445 -0.888  0.01
H14 -1.795 -0.254 3.927  0.00
H15 -2.118 -1.415 2.632  0.00
H16 -2.480 0.298 2.397  0.00
H17 1.092 -1.321 4.073  0.00
H18 2.187 -1.218 2.691  0.00
H19 0.870 -2.407 2.697  0.00
H20 0.368 1.177 4.910  0.00
H21 1.004 3.430 5.654  0.00
H22 1.487 5.197 3.987  0.00
H23 1.362 4.686 1.584  0.00
H24 2.590 3.906 -0.475  0.00
H25 2.578 2.678 -1.741  0.00
H26 3.317 2.332 -0.167  0.00
H27 0.080 4.375 -1.165  0.00
H28 -1.268 3.687 -0.244  0.00
H29 -0.807 2.978 -1.792  0.00
C28 3.237 1.107 -4.189  0.00
N3 2.620 0.317 -3.133  0.00
C29 1.207 0.003 -3.328  0.00
C30 3.154 0.100 -1.908  0.01
O3 2.405 -0.192 -0.940  0.14
N4 4.490 0.213 -1.692  0.01
C31 4.989 0.156 -0.320  0.00
C32 5.556 0.040 -2.667  0.00
H30 2.453 1.637 -4.725  0.00
H31 3.770 0.486 -4.912  0.00
H32 3.921 1.846 -3.775  0.00
H33 1.034 -0.210 -4.380  0.00
H34 0.556 0.827 -3.018  0.00
H35 0.940 -0.888 -2.761  0.00
H36 4.186 0.342 0.382  0.00
H37 5.763 0.914 -0.195  0.00
H38 5.428 -0.822 -0.106  0.00
H39 5.193 -0.001 -3.685  0.00
H40 6.091 -0.892 -2.465  0.00
H41 6.267 0.862 -2.574  0.00

---

(3)
The following is a DFT calculation (ωB97M-V with the def2-TZVPD basis set) of a cluster of 2 separate species, C32H41N3P in total in a non-equilibrium geometry.

Results
**LUMO**: -4.46 eV
**Total charge**: +1
**Frontier orbital gap**: 4.81 eV

Each line ends with the Mulliken charge.
Cartesian coordinates (Å):
C1 3.433 -2.043 -2.014  -1.44
C2 2.113 -2.312 -2.685  0.85
C3 2.043 -1.394 -3.917  -1.97
C4 2.010 -3.752 -3.121  -1.58
N1 0.997 -2.004 -1.764  0.96
P1 -0.258 -1.195 -2.536  -0.06
H1 0.037 1.027 -0.456  -0.72
N2 -1.416 -1.818 -1.478  0.71
C5 -2.811 -1.823 -1.982  0.96
C6 -3.224 -3.237 -2.385  -1.55
C7 -2.941 -0.916 -3.217  -1.93
C8 -3.724 -1.233 -0.912  -1.34
C9 -0.868 -2.791 -0.613  0.89
C10 0.521 -2.899 -0.773  0.94
C11 1.256 -3.838 -0.070  -0.87
C12 0.556 -4.729 0.754  -0.82
C13 -0.835 -4.626 0.914  -0.89
C14 -1.565 -3.626 0.250  -0.84
H2 3.480 -2.415 -0.991  0.30
H3 4.224 -2.518 -2.597  0.46
H4 3.658 -0.970 -2.055  0.41
H5 1.111 -1.590 -4.470  0.53
H6 2.111 -0.322 -3.676  0.39
H7 2.898 -1.621 -4.570  0.46
H8 1.006 -3.954 -3.513  0.27
H9 2.729 -3.900 -3.926  0.49
H10 2.208 -4.439 -2.303  0.41
H11 -3.347 -3.900 -1.525  0.37
H12 -4.173 -3.164 -2.932  0.46
H13 -2.465 -3.672 -3.058  0.29
H14 -2.734 0.137 -2.992  0.43
H15 -2.275 -1.269 -4.020  0.48
H16 -3.987 -0.970 -3.562  0.50
H17 -3.395 -0.207 -0.672  0.30
H18 -4.761 -1.158 -1.286  0.44
H19 -3.707 -1.849 -0.007  0.27
H20 2.335 -3.854 -0.140  0.43
H21 1.114 -5.491 1.291  0.42
H22 -1.363 -5.307 1.580  0.42
H23 -2.627 -3.485 0.442  0.36
C15 3.055 1.091 -0.385  -1.03
C16 2.511 1.617 0.885  -0.54
N3 3.323 1.753 1.978  0.05
C17 4.746 1.514 1.943  -0.90
C18 2.597 2.293 3.040  -0.01
C19 1.291 2.565 2.530  0.95
C20 0.457 3.367 3.304  0.08
C21 0.933 3.901 4.511  -0.97
C22 2.224 3.615 4.959  -0.54
C23 3.070 2.785 4.242  -1.08
C24 1.220 2.047 1.162  1.36
C25 0.118 1.997 0.114  0.09
C26 -1.285 2.410 0.579  0.35
C27 -1.836 1.831 1.734  -0.48
C28 -2.992 2.381 2.304  -0.63
C29 -3.622 3.486 1.709  1.02
C30 -4.675 4.222 2.469  -1.36
C31 -3.156 3.931 0.471  -0.91
C32 -2.067 3.308 -0.145  -0.57
H24 2.219 0.821 -1.045  0.01
H25 3.690 1.824 -0.917  0.32
H26 3.637 0.183 -0.233  0.29
H27 5.168 1.695 2.933  0.34
H28 4.961 0.477 1.658  0.26
H29 5.253 2.140 1.192  0.30
H30 -0.548 3.575 2.928  0.36
H31 0.292 4.564 5.083  0.41
H32 2.564 4.041 5.889  0.38
H33 4.082 2.529 4.532  0.26
H34 0.451 2.688 -0.697  0.43
H35 -1.309 1.018 2.248  0.48
H36 -3.412 1.929 3.208  0.40
H37 -5.069 5.056 1.876  0.36
H38 -5.497 3.542 2.723  0.32
H39 -4.298 4.617 3.423  0.29
H40 -3.684 4.735 -0.052  0.30
H41 -1.772 3.584 -1.165  0.40

---

(4)
The following is a DFT calculation (ωB97M-V with the def2-TZVPD basis set) of a structure of composition C32H41N5SV in a non-equilibrium geometry.

Results
**LUMO (alpha / beta)**: 2.47 / 2.47 eV
**Total charge**: -1
**Spin multiplicity**: 3
**Energy relative to the best compared isomer or geometry (same formula, charge and spin)**: 64.4 kcal per mole
**Frontier orbital gap (alpha / beta)**: 5.25 / 4.54 eV

Each line ends with the Löwdin spin population.
Cartesian coordinates (Å):
V1 0.515 0.046 0.377  1.02
N1 1.033 -2.688 3.868  -0.01
N2 0.272 -2.222 -1.644  0.00
C1 1.210 1.919 -0.208  0.00
C2 2.281 0.997 0.108  0.01
C3 2.111 0.592 1.483  -0.01
C4 3.170 -0.013 2.408  0.31
H1 4.078 -0.306 1.875  0.01
H2 2.751 -1.012 2.877  0.08
H3 3.421 0.669 3.224  0.03
C5 0.928 1.243 1.984  0.00
C6 0.577 1.347 3.429  0.00
H4 0.797 2.366 3.788  0.00
H5 1.118 0.643 4.078  0.00
H6 -0.493 1.174 3.581  0.00
C7 0.395 2.086 0.960  0.01
C8 -0.522 3.237 1.264  0.00
H7 -1.434 2.895 1.767  0.00
H8 -0.852 3.801 0.381  0.00
H9 -0.013 3.961 1.930  0.00
C9 3.455 0.684 -0.755  0.01
H10 4.275 1.401 -0.591  0.00
H11 3.193 0.733 -1.820  0.00
H12 3.854 -0.323 -0.563  0.00
C10 1.129 2.787 -1.419  0.00
H13 0.082 3.000 -1.666  0.00
H14 1.579 2.314 -2.300  0.00
H15 1.641 3.752 -1.260  0.00
C11 0.232 -3.509 4.533  0.00
H16 0.424 -3.548 5.599  0.00
C12 -0.778 -4.265 3.945  -0.02
H17 -1.370 -4.928 4.564  0.00
C13 -0.971 -4.173 2.555  0.00
H18 -1.610 -4.896 2.031  0.00
C14 -0.332 -3.126 1.859  0.01
H19 -0.447 -2.830 0.792  0.00
C15 0.733 -2.397 2.575  0.06
C16 1.807 -1.541 2.089  0.44
H20 2.177 -2.047 1.114  0.02
C17 0.192 -0.871 -1.803  0.00
C18 1.078 -2.806 -2.597  0.00
H21 1.553 -3.765 -2.419  0.00
C19 0.956 -1.958 -3.650  0.00
H22 1.125 -2.190 -4.669  0.00
N3 0.389 -0.735 -3.191  0.00
C20 0.216 0.416 -3.963  0.00
C21 1.245 0.682 -4.873  0.00
C22 1.071 1.825 -5.636  0.00
H23 1.842 2.112 -6.338  0.00
C23 -0.076 2.612 -5.506  0.00
C24 -0.172 3.801 -6.433  0.00
H24 -0.666 4.670 -5.971  0.00
H25 -0.729 3.542 -7.352  0.00
H26 0.844 4.096 -6.749  0.00
C25 -1.101 2.273 -4.598  0.00
H27 -1.993 2.891 -4.526  0.00
C26 -0.972 1.145 -3.792  0.00
C27 -1.965 0.639 -2.799  0.00
H28 -1.858 -0.439 -2.646  0.00
H29 -2.997 0.833 -3.101  0.00
H30 -1.822 1.100 -1.815  0.00
C28 2.470 -0.147 -4.846  0.00
H31 2.306 -1.212 -4.998  0.00
H32 2.996 -0.031 -3.895  0.00
H33 3.130 0.124 -5.665  0.00
S1 -1.950 -0.186 0.777  0.00
C29 -2.579 -0.494 2.365  0.01
N4 -1.768 -0.802 3.384  0.00
C30 -2.269 -1.126 4.710  0.00
C31 -3.552 -1.920 4.585  0.00
C32 -4.557 -1.159 3.734  0.00
N5 -3.905 -0.440 2.618  0.01
H34 -0.782 -0.926 3.159  0.00
H35 -2.470 -0.183 5.238  0.00
H36 -1.482 -1.663 5.250  0.00
H37 -3.945 -2.088 5.594  0.00
H38 -3.344 -2.909 4.155  0.00
H39 -5.098 -0.438 4.366  0.00
H40 -5.303 -1.827 3.288  0.00
H41 -4.476 -0.270 1.796  0.00

---

(5)
The following is a DFT calculation (ωB97M-V with the def2-TZVPD basis set) of a structure of composition C32H42AlF4N8Si.

Results
**LUMO**: -1.99 eV
**Total charge**: +1
**Frontier orbital gap**: 8.92 eV

Each line ends with the Mulliken charge.
Cartesian coordinates (Å):
Al1 -0.154 -1.033 0.020  -0.93
C1 1.833 -2.969 -2.389  -1.34
C2 1.805 -3.335 -0.913  -0.54
N1 1.814 -2.191 0.042  0.68
C3 2.989 -1.313 -0.191  0.45
C4 4.341 -1.877 0.217  -1.80
C5 1.816 -2.752 1.401  -0.78
C6 0.389 -3.160 1.832  -1.26
N2 -0.623 -2.610 0.921  0.53
C7 -1.556 -3.554 0.515  0.47
C8 -1.904 -3.722 -0.827  -0.27
F1 -1.358 -2.875 -1.734  -0.33
C9 -2.779 -4.689 -1.268  0.30
F2 -3.047 -4.764 -2.575  -0.30
C10 -3.365 -5.566 -0.379  -0.59
C11 -3.045 -5.422 0.955  0.03
F3 -3.597 -6.229 1.863  -0.30
C12 -2.179 -4.438 1.397  0.64
F4 -1.959 -4.314 2.713  -0.34
H1 1.623 -3.867 -2.971  0.47
H2 2.809 -2.601 -2.707  0.37
H3 1.083 -2.225 -2.641  0.16
H4 2.661 -3.975 -0.678  0.61
H5 0.913 -3.917 -0.689  0.39
H6 2.803 -0.376 0.323  -0.96
H7 3.004 -1.069 -1.249  0.65
H8 4.402 -2.093 1.284  0.30
H9 5.113 -1.143 -0.017  0.48
H10 4.582 -2.790 -0.331  0.35
H11 2.221 -2.008 2.066  0.50
H12 2.485 -3.614 1.463  0.64
H13 0.230 -2.847 2.867  0.29
H14 0.319 -4.247 1.829  0.57
H15 -4.054 -6.330 -0.712  0.54
C13 0.243 0.117 -1.514  -0.71
Si1 0.262 1.874 -0.922  -0.39
C14 0.321 1.779 0.982  -0.69
N3 0.096 0.428 1.627  0.75
C15 1.199 0.198 2.622  -0.89
C16 1.325 1.296 3.681  -0.85
C17 -0.045 1.777 4.171  -0.65
C18 -1.067 0.680 3.923  -0.93
C19 -1.201 0.371 2.430  -0.49
C20 -1.167 2.945 -1.483  0.23
C21 -1.804 2.713 -2.706  0.03
C22 -2.778 3.580 -3.187  -0.79
C23 -3.129 4.705 -2.451  -0.61
C24 -2.505 4.956 -1.235  -0.87
C25 -1.537 4.081 -0.758  -0.28
C26 1.823 2.774 -1.457  0.68
C27 3.081 2.401 -0.963  0.06
C28 4.248 3.013 -1.396  -1.01
C29 4.183 4.023 -2.346  -0.56
C30 2.952 4.417 -2.847  -0.77
C31 1.785 3.802 -2.404  -0.72
H16 1.193 -0.062 -2.019  0.75
H17 -0.548 -0.015 -2.262  0.86
H18 -0.348 2.512 1.435  0.51
H19 1.333 2.103 1.238  0.68
H20 2.141 0.104 2.095  -0.03
H21 0.986 -0.746 3.114  0.85
H22 1.921 2.129 3.311  0.26
H23 1.890 0.859 4.507  0.54
H24 -0.345 2.684 3.638  0.19
H25 -0.006 2.039 5.227  0.57
H26 -2.054 0.972 4.284  0.50
H27 -0.787 -0.218 4.481  0.38
H28 -1.884 1.084 1.981  0.53
H29 -1.624 -0.624 2.305  -0.03
H30 -1.531 1.847 -3.303  0.40
H31 -3.252 3.387 -4.142  0.46
H32 -3.877 5.391 -2.829  0.39
H33 -2.768 5.836 -0.661  0.43
H34 -1.048 4.315 0.184  0.38
H35 3.159 1.620 -0.216  0.08
H36 5.206 2.707 -0.993  0.45
H37 5.090 4.507 -2.687  0.39
H38 2.896 5.209 -3.584  0.42
H39 0.835 4.134 -2.807  0.28
N4 -4.188 2.346 -0.538  -0.75
N5 -3.652 1.075 -0.513  0.72
N6 -4.357 -0.006 -0.782  -1.33
C32 -3.451 -0.961 -0.590  -0.49
N7 -2.272 -0.443 -0.209  0.75
N8 -2.442 0.874 -0.152  0.31
H40 -4.991 2.330 -1.152  0.38
H41 -3.465 2.995 -0.826  0.43
H42 -3.663 -2.003 -0.742  0.51